--- a ---
The following is a quantum chemistry calculation of 4 unconnected molecules or ions with the total composition C2H11O3S, from the OMol25 dataset.

XYZ file:
```
17
C2H11O3S | the OMol25 dataset | ωB97M-V/def2-TZVPD
C -0.41 -0.95 1.73
C -0.78 -0.84 0.25
S -0.10 0.64 -0.60
H 0.64 -1.20 1.89
H -0.51 0.08 2.08
H -1.07 -1.58 2.33
H -0.67 -1.80 -0.28
H -1.88 -0.74 0.28
H 2.07 1.20 -0.33
H 3.21 0.95 -1.22
O 3.05 1.29 -0.32
H -2.80 2.83 -0.35
H -1.92 1.87 0.38
O -2.79 2.31 0.45
H 1.58 -1.81 -1.53
H 0.88 -0.76 -2.29
O 1.51 -1.48 -2.45
```

Summary:
- LUMO level: 3.79 eV
- Net charge: -1
- HOMO energy: -3.706 eV
- Frontier orbital gap: 0.2756 Ha

Here are the natural (NBO) charges for atoms 1 to 5, given in e: atom 1 (C): -0.63, atom 2 (C): -0.51, atom 3 (S): -0.71, atom 4 (H): 0.19, atom 5 (H): 0.21

***

--- b ---
The following is a quantum chemistry calculation of 4 unconnected molecules or ions with the total composition C2H11O3S, from the OMol25 dataset.

XYZ file:
```
17
C2H11O3S | the OMol25 dataset | ωB97M-V/def2-TZVPD
C 0.80 -1.48 0.03
C -0.08 -0.32 -0.21
S 0.69 0.99 -1.02
H 1.58 -1.31 0.94
H 1.37 -1.86 -0.81
H 0.34 -2.38 0.51
H -0.66 -0.13 0.70
H -0.91 -0.75 -0.89
H 1.87 -1.39 -2.73
H 0.68 -0.72 -2.86
O 1.06 -1.60 -3.15
H -3.16 2.33 1.62
H -4.35 1.60 0.82
O -4.12 2.42 1.32
H 2.38 1.60 2.08
H 1.08 1.47 1.36
O 1.43 1.52 2.29
```

Summary:
- LUMO level: 3.48 eV
- Net charge: -1
- HOMO energy: -3.208 eV
- Frontier orbital gap: 0.2458 Ha

Here are the natural (NBO) charges for atoms 1 to 5, given in e: atom 1 (C): -0.60, atom 2 (C): -0.59, atom 3 (S): -0.65, atom 4 (H): 0.17, atom 5 (H): 0.20

***

Stability summary - winner: a; margin: 109.0 kJ/mol.

***

--- a ---
The following is a quantum chemistry calculation of a single C5H10Si molecule, from the OMol25 dataset.

XYZ file:
```
16
C5H10Si | the OMol25 dataset | ωB97M-V/def2-TZVPD
Si 2.05 -2.25 0.51
C 1.21 -0.81 -0.31
C 0.18 -0.07 0.22
C -0.50 1.03 -0.51
C -1.98 1.03 -0.76
C -1.75 2.21 0.13
H 1.49 -3.07 1.58
H 3.35 -1.96 1.09
H 2.34 -3.03 -0.68
H 1.59 -0.50 -1.37
H -0.24 -0.43 1.12
H 0.09 1.24 -1.39
H -2.21 1.24 -1.82
H -2.31 0.09 -0.50
H -1.63 3.15 -0.40
H -1.93 2.30 1.18
```

Summary:
- LUMO level: 1.04 eV
- Net charge: 0
- HOMO energy: -8.474 eV
- SMILES: [SiH3]/C=C/C1CC1
- Frontier orbital gap: 0.3497 Ha

Here are the natural (NBO) charges for atoms 1 to 5, given in e: atom 1 (Si): 0.88, atom 2 (C): -0.67, atom 3 (C): -0.15, atom 4 (C): -0.23, atom 5 (C): -0.44

***

--- b ---
The following is a quantum chemistry calculation of a single C5H10Si molecule, from the OMol25 dataset.

XYZ file:
```
16
C5H10Si | the OMol25 dataset | ωB97M-V/def2-TZVPD
C -3.44 0.09 0.36
C -2.26 0.28 -0.15
C -1.14 -0.67 -0.19
C 0.26 -0.10 -0.30
Si 1.80 -0.38 0.53
C 3.35 0.50 -0.15
H -4.20 0.85 0.23
H -3.68 -0.71 1.06
H -2.11 1.26 -0.47
H -1.17 -1.38 0.55
H -1.22 -1.31 -1.14
H 0.42 0.24 -1.35
H 2.20 -0.83 1.93
H 4.04 0.94 0.58
H 4.01 -0.18 -0.70
H 3.14 1.38 -0.79
```

Summary:
- LUMO level: 0.49 eV
- Net charge: 0
- HOMO energy: -8.104 eV
- SMILES: C=CC/C=[SiH]/C
- Frontier orbital gap: 0.3157 Ha

Here are the natural (NBO) charges for atoms 1 to 5, given in e: atom 1 (C): -0.39, atom 2 (C): -0.17, atom 3 (C): -0.48, atom 4 (C): -0.83, atom 5 (Si): 1.18

***

Stability summary - winner: b; margin: 44.1 kJ/mol.

***

--- a ---
The following is a quantum chemistry calculation of a molecular structure, C3H4O, from the OMol25 dataset.

XYZ file:
```
8
C3H4O | the OMol25 dataset | ωB97M-V/def2-TZVPD
C 0.38 -0.21 -0.52
C 2.29 -0.66 -0.32
C -0.49 -0.64 0.57
O 2.77 0.45 0.10
H -1.24 0.20 0.78
H -1.09 -1.28 -0.12
H -0.08 -0.89 1.56
H 2.17 1.26 0.34
```

Summary:
- LUMO level: -0.35 eV
- Net charge: 0
- HOMO energy: -7.717 eV
- Frontier orbital gap: 0.2708 Ha

Here are the natural (NBO) charges for atoms 1 to 5, given in e: atom 1 (C): 0.02, atom 2 (C): 0.27, atom 3 (C): -0.86, atom 4 (O): -0.67, atom 5 (H): 0.25

***

--- b ---
The following is a quantum chemistry calculation of a single C3H4O molecule, from the OMol25 dataset.

XYZ file:
```
8
C3H4O | the OMol25 dataset | ωB97M-V/def2-TZVPD
C -0.04 1.20 0.37
C 0.29 0.09 -0.35
C -0.21 -1.24 -0.16
O -0.83 -1.62 0.84
H 0.39 2.24 0.24
H -0.79 1.12 1.14
H 1.11 0.15 -1.08
H 0.08 -1.95 -1.01
```

Summary:
- LUMO level: -0.25 eV
- Net charge: 0
- HOMO energy: -10.097 eV
- SMILES: C=CC=O
- Frontier orbital gap: 0.3618 Ha

Here are the natural (NBO) charges for atoms 1 to 5, given in e: atom 1 (C): -0.26, atom 2 (C): -0.34, atom 3 (C): 0.38, atom 4 (O): -0.51, atom 5 (H): 0.21

***

Stability summary - winner: b; margin: 642.3 kJ/mol.

***

--- a ---
The following is a quantum chemistry calculation of a single C5H6N2O3 molecule, from the OMol25 dataset.

XYZ file:
```
16
C5H6N2O3 | the OMol25 dataset | ωB97M-V/def2-TZVPD
C -1.22 0.10 0.76
C -0.33 0.38 -0.58
C -1.22 0.23 -1.83
C 0.94 1.09 -0.45
O 1.79 1.92 -0.29
N 0.96 -0.29 -0.77
O 1.49 -1.40 -0.17
N 1.39 -1.36 1.22
C 2.03 -0.86 2.09
O 2.42 -0.54 3.15
H -0.42 -0.05 1.55
H -1.80 -0.81 0.53
H -1.73 1.04 0.98
H -0.80 0.78 -2.66
H -2.13 0.66 -1.49
H -1.38 -0.88 -2.03
```

Summary:
- LUMO level: -0.11 eV
- Net charge: 0
- HOMO energy: -9.980 eV
- SMILES: CC1(C)C(=O)N1ON=C=O
- Frontier orbital gap: 0.3628 Ha

Here are the natural (NBO) charges for atoms 1 to 5, given in e: atom 1 (C): -0.63, atom 2 (C): 0.04, atom 3 (C): -0.60, atom 4 (C): 0.66, atom 5 (O): -0.49

***

--- b ---
The following is a quantum chemistry calculation of a single C5H6N2O3 molecule, from the OMol25 dataset.

XYZ file:
```
16
C5H6N2O3 | the OMol25 dataset | ωB97M-V/def2-TZVPD
O 1.89 0.09 -2.61
C 0.77 0.36 -2.12
O -0.24 0.89 -2.84
C 0.34 0.01 -0.68
C -0.89 0.07 -0.07
C -0.58 -0.42 1.20
C -1.50 -0.52 2.44
O -1.48 0.70 3.21
N 0.67 -0.84 1.25
N 1.26 -0.63 0.06
H -0.07 1.19 -3.66
H -1.72 0.66 -0.46
H -2.43 -0.56 2.10
H -1.02 -1.42 2.95
H -0.37 0.77 3.44
H 1.98 -0.83 -0.33
```

Summary:
- LUMO level: 0.37 eV
- Net charge: 0
- HOMO energy: -10.031 eV
- SMILES: O=C(O)c1cc(CO)n[nH]1
- Frontier orbital gap: 0.3823 Ha

Here are the natural (NBO) charges for atoms 1 to 5, given in e: atom 1 (O): -0.60, atom 2 (C): 0.77, atom 3 (O): -0.67, atom 4 (C): 0.03, atom 5 (C): -0.30

***

Stability summary - winner: b; margin: 352.0 kJ/mol.

***

--- a ---
The following is a quantum chemistry calculation of a single C3H4ClN3O molecule, from the OMol25 dataset.

XYZ file:
```
12
C3H4ClN3O | the OMol25 dataset | ωB97M-V/def2-TZVPD
N -1.38 -1.52 -0.01
C -0.45 -0.47 0.05
N -0.32 0.38 -1.03
C 0.63 1.35 -0.81
O 0.85 2.39 -1.43
N 1.25 0.92 0.34
C 0.48 -0.11 0.96
Cl 0.95 -0.91 2.41
H -1.02 -2.30 -0.60
H -1.62 -1.89 0.90
H -1.07 0.47 -1.71
H 1.69 1.69 0.94
```

Summary:
- LUMO level: 0.58 eV
- Net charge: 0
- HOMO energy: -8.201 eV
- SMILES: Nc1[nH]c(=O)[nH]c1Cl
- Frontier orbital gap: 0.3228 Ha

Here are the natural (NBO) charges for atoms 1 to 5, given in e: atom 1 (N): -0.83, atom 2 (C): 0.26, atom 3 (N): -0.60, atom 4 (C): 0.75, atom 5 (O): -0.63

***

--- b ---
The following is a quantum chemistry calculation of 2 unconnected molecules or ions with the total composition C3H4ClN3O, from the OMol25 dataset.

XYZ file:
```
12
C3H4ClN3O | the OMol25 dataset | ωB97M-V/def2-TZVPD
C -0.75 -1.04 -0.11
C -1.70 0.01 0.05
C 0.39 0.99 -0.10
H 2.83 -0.12 -0.32
H 1.88 -1.24 1.17
H -0.77 -2.07 -0.22
H -1.24 2.09 -0.27
N 1.80 -1.11 -0.04
N 0.51 -0.42 -0.16
N -0.96 1.17 -0.07
O 1.41 1.64 0.07
Cl -3.41 0.10 0.01
```

Summary:
- LUMO level: 0.40 eV
- Net charge: 0
- HOMO energy: -8.052 eV
- Frontier orbital gap: 0.3106 Ha

Here are the natural (NBO) charges for atoms 1 to 5, given in e: atom 1 (C): -0.08, atom 2 (C): 0.04, atom 3 (C): 0.72, atom 4 (H): 0.42, atom 5 (H): 0.35

***

--- c ---
The following is a quantum chemistry calculation of a single C3H4ClN3O molecule, from the OMol25 dataset.

XYZ file:
```
12
C3H4ClN3O | the OMol25 dataset | ωB97M-V/def2-TZVPD
N -1.25 1.72 0.00
C -0.55 0.51 0.03
N 0.85 0.54 -0.02
C 1.22 -0.77 0.01
O 2.53 -1.09 0.00
N 0.24 -1.62 -0.01
C -0.88 -0.81 -0.01
Cl -2.47 -1.45 0.00
H -1.80 1.76 0.84
H -1.87 1.87 -0.80
H 1.43 1.39 -0.06
H 2.55 -2.06 0.04
```

Summary:
- LUMO level: 0.74 eV
- Net charge: 0
- HOMO energy: -8.346 eV
- SMILES: Nc1[nH]c(O)nc1Cl
- Frontier orbital gap: 0.3338 Ha

Here are the natural (NBO) charges for atoms 1 to 5, given in e: atom 1 (N): -0.84, atom 2 (C): 0.20, atom 3 (N): -0.56, atom 4 (C): 0.64, atom 5 (O): -0.66

***

Stability summary - winner: a; margin: 15.3 kJ/mol.

***

--- a ---
The following is a quantum chemistry calculation of a molecular structure, C2H4INS, from the OMol25 dataset.

XYZ file:
```
9
C2H4INS | the OMol25 dataset | ωB97M-V/def2-TZVPD
C -0.58 -0.26 -0.40
C -0.01 0.75 0.61
N 0.02 -1.40 0.11
S 1.48 1.14 -0.33
I 1.51 -2.15 -0.91
H -1.67 -0.27 -0.23
H -0.43 0.09 -1.36
H -0.59 1.67 0.89
H 0.28 0.42 1.62
```

Summary:
- LUMO level (spin up / spin down): -1.86 / -1.01 eV
- Net charge: 0
- HOMO energy (spin up / spin down): -8.569 / -8.915 eV
- Frontier orbital gap (spin up / spin down): 0.2467 / 0.2905 Ha

Here are the natural (NBO) charges for atoms 1 to 5, given in e: atom 1 (C): -0.33, atom 2 (C): -0.57, atom 3 (N): -0.49, atom 4 (S): 0.05, atom 5 (I): 0.41

***

--- b ---
The following is a quantum chemistry calculation of 2 unconnected molecules or ions with the total composition C2H4INS, from the OMol25 dataset.

XYZ file:
```
9
C2H4INS | the OMol25 dataset | ωB97M-V/def2-TZVPD
C 0.93 -0.99 0.07
N -0.02 -2.01 0.44
C -1.02 -2.50 -0.10
S -2.36 -3.27 -0.24
H 1.51 -1.31 -0.86
H 0.31 -0.17 -0.13
H 1.52 -0.81 0.86
I -3.05 0.82 0.06
H -3.41 0.89 1.56
```

Summary:
- LUMO level: 0.32 eV
- Net charge: 0
- HOMO energy: -9.039 eV
- SMILES: CN=C=S.I
- Frontier orbital gap: 0.3440 Ha

Here are the natural (NBO) charges for atoms 1 to 5, given in e: atom 1 (C): -0.40, atom 2 (N): -0.45, atom 3 (C): 0.20, atom 4 (S): 0.03, atom 5 (H): 0.20

***

Stability summary - winner: b; margin: 303.5 kJ/mol.

***

--- a ---
The following is a quantum chemistry calculation of a gas-phase ion, C9H19N5 (charge +2), from the OMol25 dataset.

XYZ file:
```
33
C9H19N5 | the OMol25 dataset | ωB97M-V/def2-TZVPD
H 0.77 -1.14 -3.05
N 1.02 -1.05 -2.05
C 2.12 -0.49 -1.87
N 2.57 -0.41 -0.49
C 2.12 -0.83 0.75
N 2.94 -0.75 1.78
N 0.82 -1.16 1.01
C -0.43 -0.82 0.37
N -0.74 0.38 0.03
C -0.03 1.71 0.16
C -0.63 2.63 1.22
C -0.28 2.23 -1.32
C -1.37 -1.86 0.42
C -2.93 -1.69 0.58
C -2.42 -2.04 -0.74
H 2.77 -0.08 -2.52
H 3.38 0.19 -0.54
H 3.90 -0.47 1.60
H 2.44 -0.84 2.65
H 0.53 -1.41 1.95
H -1.63 0.40 -0.38
H 1.06 1.72 0.46
H -1.39 3.21 0.92
H -0.96 2.19 2.18
H 0.08 3.20 1.67
H 0.16 1.57 -1.95
H 0.28 3.23 -1.41
H -1.28 2.46 -1.40
H -1.09 -2.72 0.84
H -3.28 -0.65 0.68
H -3.55 -2.40 1.05
H -2.54 -3.01 -1.02
H -2.40 -1.28 -1.60
```

Summary:
- LUMO level: -7.67 eV
- Net charge: +2
- HOMO energy: -17.626 eV
- SMILES: [H]/N=C/NC(=[NH2+])N/C(=[NH+]\C(C)C)C1CC1
- Frontier orbital gap: 0.3658 Ha

Here are the natural (NBO) charges for atoms 1 to 5, given in e: atom 1 (H): 0.40, atom 2 (N): -0.63, atom 3 (C): 0.29, atom 4 (N): -0.61, atom 5 (C): 0.72

***

--- b ---
The following is a quantum chemistry calculation of 2 unconnected molecules or ions with the total composition C9H19N5, from the OMol25 dataset.

XYZ file:
```
33
C9H19N5 | the OMol25 dataset | ωB97M-V/def2-TZVPD
C 0.43 0.30 -1.61
C 0.85 0.81 0.64
C -2.49 -2.30 -1.14
C 2.05 2.03 -1.02
C 3.45 1.34 -1.11
C -3.54 -1.39 -0.64
C -0.08 -0.78 2.24
C 0.72 1.39 3.01
C -3.84 -2.60 -1.56
N -1.20 -2.44 -0.96
N 1.44 1.93 0.33
N 1.11 1.41 -1.98
N 0.34 0.00 -0.34
N 0.60 0.47 1.90
H 2.29 3.13 -1.31
H 3.82 1.09 -0.06
H 4.21 1.96 -1.66
H 3.31 0.39 -1.56
H -3.58 -1.22 0.47
H -3.78 -0.46 -1.24
H -0.20 -0.23 -2.25
H 0.06 -1.02 3.25
H -1.18 -0.79 2.27
H 0.20 -1.58 1.48
H 1.67 1.46 3.59
H 0.50 2.45 2.92
H -0.05 0.96 3.80
H -4.12 -3.55 -1.09
H -4.44 -2.47 -2.51
H -0.60 -1.77 -0.33
H 1.80 2.66 0.96
H 0.97 1.84 -2.89
H -0.72 -3.01 -1.59
```

Summary:
- LUMO level: -7.11 eV
- Net charge: +2
- HOMO energy: -16.469 eV
- Frontier orbital gap: 0.3438 Ha

Here are the natural (NBO) charges for atoms 1 to 5, given in e: atom 1 (C): 0.38, atom 2 (C): 0.67, atom 3 (C): 0.46, atom 4 (C): 0.10, atom 5 (C): -0.65

***

Stability summary - winner: b; margin: 36.6 kJ/mol.

***

--- a ---
The following is a quantum chemistry calculation of a single C6H8N2 molecule, from the OMol25 dataset.

XYZ file:
```
16
C6H8N2 | the OMol25 dataset | ωB97M-V/def2-TZVPD
H 2.85 0.39 -0.79
N 2.26 -0.43 -0.63
C 1.22 -0.19 0.04
C 0.80 1.11 0.60
C 1.10 2.27 0.05
C 0.32 -1.34 0.29
N -0.62 -1.32 1.46
C -1.14 -1.15 0.34
C -2.33 -0.94 -0.47
H 0.23 1.06 1.52
H 1.65 2.33 -0.88
H 0.80 3.20 0.49
H 0.73 -2.30 0.00
H -3.13 -0.55 0.15
H -2.12 -0.26 -1.29
H -2.64 -1.90 -0.89
```

Summary:
- LUMO level: 0.66 eV
- Net charge: 0
- HOMO energy: -9.449 eV
- SMILES: [H]/N=C(\C=C)[C@H]1N=C1C
- Frontier orbital gap: 0.3715 Ha

Here are the natural (NBO) charges for atoms 1 to 5, given in e: atom 1 (H): 0.33, atom 2 (N): -0.61, atom 3 (C): 0.23, atom 4 (C): -0.27, atom 5 (C): -0.34

***

--- b ---
The following is a quantum chemistry calculation of a single C6H8N2 molecule, from the OMol25 dataset.

XYZ file:
```
16
C6H8N2 | the OMol25 dataset | ωB97M-V/def2-TZVPD
C 2.31 -0.67 -0.80
C 1.05 -0.23 -0.21
C 1.02 -0.36 1.37
N -0.12 0.06 1.88
N -0.86 0.02 0.80
C -0.30 0.08 -0.38
C -1.74 0.40 -0.94
C -2.00 0.93 0.56
H 2.27 0.09 -1.84
H 3.29 -0.70 -0.13
H 2.03 -1.74 -1.12
H 1.86 -0.82 2.12
H -1.65 1.02 -1.91
H -2.56 -0.55 -1.24
H -1.82 2.07 0.66
H -2.79 0.42 1.19
```

Summary:
- LUMO level: 0.84 eV
- Net charge: 0
- HOMO energy: -8.556 eV
- SMILES: Cc1cnn2c1CC2
- Frontier orbital gap: 0.3454 Ha

Here are the natural (NBO) charges for atoms 1 to 5, given in e: atom 1 (C): -0.64, atom 2 (C): -0.15, atom 3 (C): -0.02, atom 4 (N): -0.28, atom 5 (N): -0.19

***

Stability summary - winner: a; margin: 310.2 kJ/mol.